1.
This record from OMol25 describes a structure of composition C18H43Cl2F3InO9P2 at a distorted geometry. The level of theory is ωB97M-V with the def2-TZVPD basis set.

Its electronic energy is -94741.70840 eV. As for the HOMO-LUMO gap: 6.57 eV. The value obtained for the LUMO energy is 2.366 eV. The HOMO energy comes out at -4.20 eV. As for the charge: -1.

Last column: Mulliken charge in e.
Element x y z (Å)
1 C 2.72 -2.49 0.30  -0.72
2 C 1.61 -3.53 0.78  0.10
3 Cl 2.41 -5.21 0.62  -0.26
4 C 0.38 -3.53 -0.22  -0.62
5 Cl -0.63 -5.03 0.14  -0.24
6 In -0.89 -1.67 -0.19  0.67
7 C -2.69 -1.91 1.16  -1.33
8 C -3.72 -3.04 0.69  0.68
9 O -3.82 -3.99 1.79  -0.52
10 C -5.15 -2.32 0.56  0.23
11 F -5.13 -1.37 -0.48  -0.24
12 F -5.48 -1.60 1.72  -0.29
13 F -6.18 -3.20 0.25  -0.27
14 P -1.55 -1.25 -2.66  0.27
15 O -3.19 -0.82 -2.77  -0.47
16 O -0.54 0.09 -3.14  -0.54
17 P 0.30 0.45 0.57  0.40
18 O 1.75 0.59 0.09  -0.49
19 O -0.56 1.77 -0.15  -0.52
20 O 0.10 0.63 2.26  -0.51
21 H 2.75 -1.65 1.07  0.04
22 H 3.73 -2.94 0.10  0.37
23 H 2.34 -2.05 -0.69  0.17
24 H 1.34 -3.44 1.87  0.33
25 H 0.79 -3.65 -1.27  0.39
26 H -2.31 -2.21 2.19  0.31
27 H -3.15 -0.88 1.28  0.34
28 H -3.42 -3.60 -0.24  0.26
29 H -4.75 -4.16 2.00  0.33
30 H -3.42 -0.06 -2.20  0.29
31 H 0.40 -0.15 -2.99  0.31
32 H -0.63 2.48 0.51  0.25
33 H -0.86 0.81 2.37  0.28
34 C 5.14 0.39 3.73  -1.01
35 C 5.88 -0.82 3.18  -0.30
36 O 5.72 -1.00 1.79  -0.45
37 C 6.19 0.04 0.95  0.06
38 C 7.68 0.29 1.07  -1.22
39 H 4.09 0.36 3.42  0.23
40 H 5.19 0.41 4.82  0.39
41 H 5.56 1.32 3.35  0.24
42 H 5.49 -1.72 3.66  0.36
43 H 6.95 -0.77 3.44  0.29
44 H 5.62 0.96 1.14  0.06
45 H 5.96 -0.26 -0.07  0.31
46 H 7.94 0.69 2.05  0.30
47 H 8.01 1.01 0.32  0.37
48 H 8.24 -0.64 0.94  0.35
49 C 6.02 4.98 -3.22  -1.04
50 C 5.63 3.60 -2.70  -0.28
51 O 6.36 3.21 -1.54  -0.41
52 C 6.19 4.03 -0.39  -0.33
53 C 4.76 4.07 0.12  -1.06
54 H 7.11 5.05 -3.35  0.27
55 H 5.54 5.17 -4.18  0.40
56 H 5.72 5.77 -2.53  0.26
57 H 5.86 2.86 -3.47  0.33
58 H 4.56 3.54 -2.52  0.27
59 H 6.58 5.04 -0.58  0.34
60 H 6.82 3.59 0.39  0.33
61 H 4.10 4.59 -0.58  0.33
62 H 4.71 4.60 1.07  0.39
63 H 4.37 3.06 0.25  0.22
64 C -9.54 0.49 -2.75  -1.01
65 C -10.47 -0.15 -1.73  -0.30
66 O -9.98 -1.37 -1.21  -0.46
67 C -8.75 -1.30 -0.50  -0.10
68 C -8.81 -0.42 0.73  -0.97
69 H -9.28 -0.22 -3.53  0.28
70 H -10.03 1.36 -3.22  0.39
71 H -8.62 0.84 -2.29  0.25
72 H -11.42 -0.38 -2.22  0.33
73 H -10.70 0.55 -0.92  0.28
74 H -7.94 -0.98 -1.17  0.24
75 H -8.51 -2.32 -0.19  0.20
76 H -8.95 0.64 0.47  0.26
77 H -7.89 -0.50 1.31  0.32
78 H -9.65 -0.70 1.37  0.30

2.
This record from OMol25 describes a cluster of 11 separate species, C18H43Cl2N7O23 in total at a distorted geometry. The level of theory is ωB97M-V with the def2-TZVPD basis set.

Its electronic energy is -101912.14850 eV. As for the HOMO-LUMO gap: 10.29 eV. As for the energy relative to the best compared isomer or geometry (same formula, charge and spin): 0.0 kcal per mole. The value obtained for the LUMO energy is -0.410 eV. The HOMO energy comes out at -10.70 eV.

Last column: Mulliken charge in e.
Element x y z (Å)
1 C -1.75 -0.05 -4.50  -0.27
2 N -1.33 0.16 -5.91  0.96
3 O -0.24 -0.26 -6.26  -0.57
4 O -2.12 0.74 -6.62  -0.56
5 H -0.87 -0.16 -3.87  -0.05
6 H -2.32 -0.97 -4.50  0.34
7 H -2.31 0.81 -4.18  0.22
8 C 4.35 -1.19 0.86  -0.70
9 N 3.96 -2.06 -0.28  0.93
10 O 4.77 -2.19 -1.17  -0.55
11 O 2.86 -2.58 -0.25  -0.43
12 H 5.41 -1.01 0.81  0.32
13 H 4.04 -1.63 1.80  0.29
14 H 3.80 -0.26 0.72  0.16
15 C -0.85 4.94 0.81  -0.51
16 N -1.49 3.67 1.29  0.85
17 O -1.15 2.63 0.75  -0.43
18 O -2.33 3.76 2.15  -0.55
19 H -1.64 5.61 0.52  0.33
20 H -0.16 4.69 0.02  0.11
21 H -0.28 5.22 1.70  0.19
22 C 3.42 3.42 -3.21  -0.66
23 N 2.20 3.91 -2.50  0.75
24 O 1.41 3.04 -2.19  -0.36
25 O 2.23 5.03 -2.05  -0.51
26 H 4.04 3.01 -2.42  0.25
27 H 3.89 4.20 -3.80  0.32
28 H 3.09 2.61 -3.86  0.21
29 C 3.04 -1.06 -3.61  -0.79
30 N 4.03 -0.06 -3.14  0.88
31 O 3.93 0.37 -2.00  -0.36
32 O 4.95 0.22 -3.88  -0.57
33 H 3.54 -1.65 -4.38  0.32
34 H 2.18 -0.52 -3.99  0.41
35 H 2.76 -1.74 -2.81  0.14
36 C 0.76 -1.50 3.65  -0.38
37 N 0.56 -0.04 3.54  0.98
38 O -0.41 0.42 4.10  -0.55
39 O 1.31 0.59 2.82  -0.47
40 H -0.16 -2.04 3.45  -0.04
41 H 1.09 -1.72 4.66  0.44
42 H 1.54 -1.88 3.00  -0.02
43 C 0.73 -0.04 -0.51  0.34
44 N -0.54 -0.78 -0.39  1.27
45 O -0.74 -1.41 0.63  -0.48
46 O -1.32 -0.69 -1.32  -0.60
47 H 0.52 0.99 -0.21  0.07
48 H 1.03 -0.01 -1.55  -0.17
49 H 1.54 -0.50 0.03  -0.35
50 C 2.73 3.31 0.98  -0.23
51 O 3.30 4.59 1.16  -0.40
52 C 2.75 5.37 2.09  0.86
53 O 1.86 5.06 2.84  -0.59
54 O 3.41 6.52 2.08  -0.36
55 C 3.06 7.44 3.09  -0.67
56 H 2.53 2.81 1.93  0.49
57 H 3.45 2.67 0.46  0.16
58 H 1.82 3.33 0.37  -0.14
59 H 3.67 7.31 3.99  0.28
60 H 2.01 7.36 3.39  0.32
61 H 3.22 8.45 2.70  0.24
62 C 0.62 -7.49 4.23  -0.74
63 O -0.02 -6.85 3.15  -0.31
64 C 0.74 -6.01 2.43  0.73
65 O 1.94 -5.92 2.49  -0.57
66 O -0.07 -5.29 1.67  -0.17
67 C 0.52 -4.52 0.62  -0.59
68 H 0.12 -8.43 4.46  0.24
69 H 0.59 -6.88 5.14  0.29
70 H 1.68 -7.67 4.06  0.33
71 H 1.50 -4.90 0.36  0.43
72 H 0.62 -3.49 0.95  0.00
73 H -0.17 -4.56 -0.22  0.30
74 C -8.60 -0.08 -2.35  -0.68
75 O -7.61 0.78 -1.84  -0.33
76 C -6.37 0.54 -2.28  0.77
77 O -6.07 -0.24 -3.14  -0.56
78 O -5.55 1.33 -1.59  -0.33
79 C -4.18 1.18 -1.89  -0.59
80 H -8.37 -1.14 -2.33  0.31
81 H -8.94 0.22 -3.35  0.30
82 H -9.49 0.06 -1.74  0.25
83 H -3.75 0.39 -1.26  0.24
84 H -3.61 2.07 -1.64  0.31
85 H -3.97 0.87 -2.91  0.24
86 Cl -2.97 -2.49 4.18  -0.22
87 C -3.52 -3.06 2.56  -0.11
88 C -3.14 -4.50 2.42  -0.21
89 Cl -3.27 -5.03 0.71  -0.21
90 H -2.99 -2.43 1.85  -0.04
91 H -4.58 -2.86 2.49  0.41
92 H -3.75 -5.16 3.03  0.38
93 H -2.11 -4.70 2.70  0.02

3.
This record from OMol25 describes a structure of composition C18H43F6GdNO6S2Si2 at a distorted geometry. The level of theory is ωB97M-V with the def2-TZVPD basis set.

Its spin multiplicity is 8. Its electronic energy is -107695.16236 eV. As for the HOMO-LUMO gap (alpha / beta): 6.62 / 9.14 eV. As for the energy relative to the best compared isomer or geometry (same formula, charge and spin): 0.0 kcal per mole. The value obtained for the LUMO energy (alpha / beta) is -4.064 / -2.093 eV. The HOMO energy (alpha / beta) comes out at -10.69 / -11.24 eV. As for the charge: +1.

Last column: Mulliken charge in e.
Element x y z (Å)
1 O -0.58 -1.46 -1.62  1.13
2 O 0.87 0.78 -3.18  0.27
3 C 0.13 -2.78 -2.00  -0.35
4 C -0.65 -3.96 -1.48  -1.23
5 H 1.12 -2.69 -1.56  0.27
6 H 0.21 -2.71 -3.08  0.60
7 H -0.78 -3.92 -0.39  0.25
8 H -0.06 -4.86 -1.69  0.47
9 H -1.62 -4.07 -1.98  0.30
10 C -1.77 -0.96 -2.39  0.60
11 C -1.58 -1.29 -3.84  -2.01
12 H -1.78 0.11 -2.20  0.25
13 H -2.65 -1.45 -1.96  0.14
14 H -0.73 -0.74 -4.26  0.28
15 H -2.47 -0.96 -4.39  0.43
16 H -1.46 -2.36 -4.03  0.57
17 C 0.41 2.14 -3.06  -0.27
18 C 2.14 0.57 -3.83  -0.25
19 C -0.72 2.40 -4.04  -1.16
20 H 1.24 2.84 -3.22  0.49
21 H 0.05 2.23 -2.03  0.00
22 H -0.35 2.36 -5.07  0.27
23 H -1.12 3.40 -3.86  0.44
24 H -1.53 1.68 -3.92  0.15
25 C 2.03 0.66 -5.33  -1.36
26 H 2.45 -0.44 -3.51  0.17
27 H 2.87 1.30 -3.43  0.36
28 H 1.26 -0.01 -5.72  0.26
29 H 2.99 0.36 -5.77  0.45
30 H 1.81 1.68 -5.65  0.30
31 H -0.56 -1.30 -0.63  -0.64
32 Gd -0.12 0.22 2.02  0.42
33 C 1.28 -0.39 0.06  0.09
34 Si 3.02 0.09 0.55  0.50
35 H 1.39 -1.43 -0.24  -0.68
36 H 1.07 0.18 -0.85  0.04
37 C 4.25 -0.75 -0.60  -1.18
38 C 3.31 -0.54 2.28  -0.92
39 C 3.30 1.93 0.40  -0.87
40 C -1.87 -1.36 1.39  -0.76
41 Si -3.37 -0.26 1.24  0.89
42 H -2.01 -2.02 2.26  0.41
43 H -1.79 -2.05 0.54  0.37
44 C -4.56 -0.82 -0.11  -1.26
45 C -2.75 1.49 0.85  -0.96
46 C -4.46 -0.22 2.77  -1.18
47 H 2.75 2.33 -0.46  0.19
48 H 4.37 2.14 0.25  0.41
49 H 2.96 2.47 1.29  0.19
50 H 4.15 -1.84 -0.53  0.30
51 H 5.28 -0.47 -0.32  0.39
52 H 4.08 -0.46 -1.65  0.24
53 H 2.61 -1.34 2.57  0.32
54 H 3.28 0.25 3.04  0.02
55 H 4.32 -0.97 2.30  0.50
56 H -3.50 1.91 0.16  0.48
57 H -1.78 1.54 0.32  -0.02
58 H -2.73 2.12 1.75  0.42
59 H -5.50 -0.05 2.46  0.35
60 H -4.16 0.58 3.46  0.26
61 H -4.41 -1.17 3.31  0.30
62 H -5.56 -0.44 0.12  0.40
63 H -4.60 -1.92 -0.13  0.34
64 H -4.27 -0.46 -1.11  0.27
65 F -1.97 -1.94 4.95  -0.18
66 C -0.79 -1.29 4.99  0.73
67 F -0.05 -1.74 5.99  -0.20
68 F -0.11 -1.64 3.79  -0.21
69 S -1.00 0.55 4.96  0.87
70 O -1.81 0.72 3.70  -0.42
71 O -1.45 1.19 6.16  -0.55
72 N 0.51 0.87 4.45  -0.35
73 S 0.86 2.41 4.03  0.84
74 O 1.06 2.25 2.55  -0.54
75 O -0.03 3.45 4.47  -0.53
76 C 2.59 2.56 4.79  0.68
77 F 2.51 3.07 6.03  -0.20
78 F 3.18 1.34 4.86  -0.21
79 F 3.36 3.36 4.02  -0.19